Density functional theory data (ωB97M-V with the def2-TZVPD basis set) for 7 unconnected molecules or ions with the total composition C45H99N5O16P in a non-equilibrium geometry.

Element x y z (Å)
C -1.88 -1.91 5.64
C -0.34 -1.75 5.99
O 0.54 -2.58 5.20
P 1.15 -1.85 3.85
O 2.32 -2.68 3.41
C 1.90 -0.15 4.21
C 3.05 0.11 3.18
N 3.59 1.49 3.16
C 3.66 2.27 4.40
C 2.98 3.62 3.92
N 2.42 3.35 2.59
C 0.94 3.20 2.43
C 0.13 3.11 3.77
N -1.07 3.56 3.75
C 3.27 2.33 2.05
N 3.66 2.25 0.82
C 3.39 3.12 -0.33
C 2.41 4.31 -0.25
C 2.54 5.16 -1.60
C 1.14 5.62 -2.14
N 0.34 4.48 -2.62
C -1.04 4.68 -2.73
C -1.65 3.42 -3.19
C -0.50 2.47 -3.37
C 0.71 3.20 -3.01
C 4.61 1.08 0.55
O 5.13 1.09 -0.75
C 4.48 0.01 -1.52
O 0.12 -1.82 2.55
C -0.93 -0.82 2.65
C -1.11 -0.02 1.30
H -2.03 -2.59 4.77
H -2.24 -0.89 5.31
H -2.47 -2.18 6.55
H -0.09 -0.66 5.99
H -0.23 -2.09 7.06
H 2.25 -0.18 5.29
H 1.06 0.58 4.19
H 2.67 -0.24 2.17
H 3.91 -0.58 3.42
H 3.39 1.81 5.38
H 4.76 2.49 4.53
H 3.89 4.25 3.66
H 2.45 4.29 4.63
H 0.75 2.36 1.71
H 0.59 4.14 1.90
H 0.48 2.65 4.72
H -1.28 3.93 2.81
H 3.04 2.45 -1.18
H 4.38 3.51 -0.70
H 2.59 4.99 0.63
H 1.35 3.96 -0.16
H 3.23 6.03 -1.42
H 3.05 4.46 -2.34
H 0.63 6.18 -1.32
H 1.32 6.37 -2.97
H -1.64 5.59 -2.53
H -2.73 3.22 -3.39
H -0.59 1.42 -3.74
H 1.77 2.84 -3.03
H 5.47 1.25 1.27
H 4.16 0.09 0.81
H 3.44 -0.21 -1.16
H 5.13 -0.90 -1.41
H 4.37 0.32 -2.60
H -0.87 -0.15 3.54
H -1.90 -1.40 2.77
H -0.19 0.59 1.13
H -1.18 -0.71 0.41
H -2.02 0.63 1.40
C 0.16 2.03 11.32
O 1.47 2.16 10.78
C 1.83 1.05 9.97
C 1.73 1.40 8.49
O 0.38 1.60 8.09
C 0.05 2.97 7.95
H -0.12 2.99 11.76
H -0.58 1.78 10.55
H 0.15 1.27 12.10
H 1.22 0.18 10.20
H 2.87 0.82 10.20
H 2.12 0.55 7.91
H 2.34 2.28 8.25
H 0.53 3.38 7.05
H 0.35 3.55 8.83
H -1.03 3.05 7.84
C -4.88 -0.65 -0.67
O -3.55 -0.52 -1.16
C -3.16 -1.64 -1.95
C -3.20 -1.30 -3.44
O -4.53 -1.10 -3.89
C -4.85 0.27 -4.05
H -5.18 0.31 -0.24
H -5.58 -0.90 -1.47
H -4.92 -1.41 0.11
H -3.78 -2.51 -1.73
H -2.13 -1.88 -1.68
H -2.80 -2.15 -4.00
H -2.58 -0.43 -3.66
H -4.34 0.67 -4.93
H -4.58 0.86 -3.16
H -5.93 0.35 -4.20
C -2.22 1.46 -6.96
O -1.28 0.55 -6.40
C -1.41 -0.76 -6.94
C -0.32 -1.05 -7.96
O -0.48 -0.25 -9.12
C 0.42 0.84 -9.16
H -1.94 2.47 -6.64
H -2.22 1.42 -8.05
H -3.22 1.24 -6.58
H -2.41 -0.91 -7.38
H -1.31 -1.46 -6.10
H -0.40 -2.10 -8.27
H 0.67 -0.91 -7.51
H 1.44 0.48 -9.37
H 0.41 1.41 -8.22
H 0.12 1.50 -9.97
C -8.55 -6.09 -1.74
O -7.71 -6.52 -2.80
C -7.22 -5.44 -3.58
C -5.77 -5.13 -3.24
O -5.65 -4.60 -1.92
C -5.18 -5.55 -0.99
H -8.73 -6.95 -1.08
H -8.08 -5.30 -1.15
H -9.51 -5.75 -2.13
H -7.85 -4.55 -3.46
H -7.27 -5.75 -4.63
H -5.41 -4.36 -3.93
H -5.14 -6.01 -3.36
H -4.11 -5.75 -1.17
H -5.74 -6.49 -1.05
H -5.29 -5.14 0.01
C 0.41 -5.32 3.49
O -0.88 -4.90 3.05
C -1.08 -5.14 1.67
C -1.96 -6.35 1.43
O -1.31 -7.56 1.81
C -1.76 -8.06 3.06
H 0.43 -5.27 4.58
H 0.65 -6.34 3.19
H 1.17 -4.63 3.10
H -0.13 -5.24 1.14
H -1.60 -4.26 1.27
H -2.17 -6.43 0.36
H -2.92 -6.25 1.96
H -2.77 -8.47 2.95
H -1.76 -7.28 3.83
H -1.09 -8.86 3.37
C 5.58 2.60 -3.88
O 6.02 3.79 -4.52
C 7.14 3.57 -5.37
C 6.72 3.54 -6.83
O 5.92 2.39 -7.12
C 4.54 2.70 -7.22
H 4.62 2.80 -3.40
H 5.45 1.79 -4.60
H 6.30 2.30 -3.11
H 7.66 2.65 -5.10
H 7.82 4.41 -5.22
H 7.61 3.47 -7.45
H 6.19 4.46 -7.11
H 4.34 3.25 -8.14
H 4.19 3.29 -6.36
H 3.98 1.77 -7.24

As for the net charge: +1. The HOMO-LUMO gap is 0.2653 Eh. The energy comes out at -3592.35189 a.u. The value obtained for the largest force on an atom is 0.0872 hartree/bohr. The HOMO energy comes out at -10.29 eV.

Here are the Löwdin charges for atoms 1 to 5, given in e: atom 1 (C): -0.06, atom 2 (C): -0.26, atom 3 (O): -0.20, atom 4 (P): 0.62, atom 5 (O): -0.30

***

Density functional theory data (ωB97M-V with the def2-TZVPD basis set) for a molecular structure, C29H27F6N8O13P2S3Ti.

Element x y z (Å)
Ti 0.73 -0.11 -0.15
C 3.79 -1.11 3.00
C 3.10 -0.45 2.00
N 2.09 -1.05 1.37
C 1.81 -2.31 1.70
C 2.47 -2.92 2.76
N 3.45 -2.33 3.41
C 0.90 -2.98 0.76
C 0.60 -4.30 0.81
C -0.14 -4.90 -0.25
C -0.49 -4.10 -1.30
C -0.17 -2.73 -1.30
N 0.50 -2.15 -0.26
C -0.58 -1.79 -2.26
C -1.30 -2.09 -3.45
N -1.76 -1.20 -4.27
C -1.54 0.10 -3.89
C -0.84 0.45 -2.78
N -0.28 -0.49 -1.93
C -0.50 -6.33 -0.22
C 0.36 -7.28 0.33
C -0.01 -8.61 0.32
N -1.16 -9.06 -0.19
C -1.97 -8.15 -0.71
C -1.70 -6.79 -0.75
H 4.62 -0.62 3.50
H 3.35 0.55 1.69
H 2.20 -3.92 3.07
H 0.92 -4.90 1.65
H -1.02 -4.52 -2.15
H -1.48 -3.13 -3.70
H -1.96 0.88 -4.51
H -0.72 1.48 -2.50
H 1.31 -6.99 0.75
H 0.65 -9.36 0.74
H -2.91 -8.52 -1.12
H -2.43 -6.11 -1.16
F 1.51 5.06 2.95
C 0.23 5.32 3.26
F -0.13 6.45 2.65
F 0.15 5.51 4.58
S -0.84 3.93 2.70
O -0.56 3.82 1.30
O -2.15 4.29 3.15
N -0.32 2.72 3.59
S 0.80 1.69 3.25
O 0.55 0.43 3.89
O 1.26 1.65 1.87
C 2.30 2.33 4.18
F 3.16 2.91 3.34
F 1.97 3.21 5.11
F 2.93 1.32 4.77
N 2.35 2.86 -3.64
C 2.85 2.49 -2.25
C 4.07 3.35 -1.95
P 3.26 0.68 -2.23
O 2.30 0.18 -3.47
O 4.69 0.56 -2.55
O 2.66 0.05 -0.99
P 1.40 3.01 -1.18
O 2.12 3.56 0.11
O 0.74 4.04 -2.04
O 0.58 1.79 -0.83
H 1.92 2.03 -4.06
H 3.12 3.17 -4.23
H 1.63 3.60 -3.45
H 4.86 3.12 -2.67
H 4.45 3.12 -0.96
H 3.82 4.41 -1.98
H 1.54 -0.30 -3.10
H 1.73 3.14 0.91
C -5.54 4.08 -0.93
C -4.74 2.90 -0.43
C -4.50 1.81 -1.25
C -3.77 0.72 -0.79
C -3.28 0.73 0.50
C -3.52 1.81 1.34
C -4.24 2.89 0.87
S -2.24 -0.57 1.08
O -2.37 -1.66 0.14
O -2.56 -0.85 2.45
O -0.88 0.08 0.99
H -5.53 4.13 -2.02
H -5.13 5.02 -0.54
H -6.58 4.02 -0.61
H -4.88 1.81 -2.27
H -3.57 -0.13 -1.43
H -3.13 1.81 2.35
H -4.39 3.75 1.52

As for the net charge: -1. The HOMO-LUMO gap (alpha / beta) is 0.1958 / 0.1940 Eh. The energy comes out at -5863.94252 a.u. The calculation puts the energy relative to the best compared isomer or geometry (same formula, charge and spin) at 0.00 kJ/mol. The value obtained for the largest force on an atom is 0.0134 hartree/bohr. The HOMO energy (alpha / beta) comes out at -4.08 / -4.01 eV.

Here are the Löwdin charges for atoms 1 to 5, given in e: atom 1 (Ti): 1.10, atom 2 (C): -0.10, atom 3 (C): -0.09, atom 4 (N): 0.06, atom 5 (C): -0.15